Formula: C27H28N4OS
Source: OMol25
Level of theory: ωB97M-V with the def2-TZVPD basis set

Last columns: bonded neighbours and bond lengths (Å).
Element x y z (Å)
1 C -4.23 1.52 5.46  C13 1.377, C35 1.406, H61 1.078
2 H -1.50 2.70 3.64  C3 1.097
3 C -1.99 2.94 2.69  H2 1.097, C5 1.535, H23 1.091, N31 1.447
4 H -3.54 -2.20 5.61  C46 1.083
5 C -3.51 2.69 2.82  C3 1.535, H42 1.087, H43 1.095, N47 1.445
6 C 3.66 -2.70 -1.57  H9 1.081, C20 1.386, C51 1.392
7 H -1.23 0.37 2.79  C17 1.097
8 C 4.04 -5.02 -0.70  H10 1.087, C20 1.498, H22 1.088, H49 1.090
9 H 4.54 -2.38 -1.04  C6 1.081
10 H 5.01 -4.63 -0.42  C8 1.087
11 H 5.23 -1.02 -3.19  C28 1.092
12 H -3.44 -0.58 2.26  C21 1.089
13 C -4.36 0.89 6.67  C1 1.377, H41 1.081, C54 1.390
14 N -3.61 -0.55 4.44  C35 1.337, C46 1.320
15 C 0.35 0.05 -2.61  S24 1.784, C52 1.384, C57 1.402
16 C 0.89 1.51 -0.78  H32 1.079, C57 1.398, C60 1.383
17 C -1.73 0.68 1.86  H7 1.097, C21 1.536, N31 1.444, H50 1.089
18 C -1.40 1.08 -1.34  H44 1.080, C52 1.382, C60 1.393
19 C 1.78 -2.18 -2.97  S24 1.787, C37 1.386, C51 1.394
20 C 3.26 -4.03 -1.50  C6 1.386, C8 1.498, C56 1.392
21 C -3.24 0.46 2.01  H12 1.089, C17 1.536, H45 1.094, N47 1.448
22 H 4.18 -5.94 -1.26  C8 1.088
23 H -1.78 3.97 2.41  C3 1.091
24 S 0.84 -1.02 -3.95  C15 1.784, C19 1.787
25 H 6.04 1.30 -3.80  C59 1.092
26 N 2.66 0.65 -2.10  C36 1.267, C57 1.366
27 C 4.37 0.78 -5.05  H29 1.087, H38 1.087, H40 1.089, C59 1.523
28 C 4.82 -0.12 -2.74  H11 1.092, C36 1.504, H55 1.094, C59 1.530
29 H 4.48 1.63 -5.71  C27 1.087
30 H 0.50 -3.81 -3.46  C37 1.079
31 N -1.46 2.09 1.64  C3 1.447, C17 1.444, C58 1.354
32 H 1.64 2.01 -0.18  C16 1.079
33 H -4.20 -1.00 7.71  C54 1.078
34 H -1.72 -0.21 -3.02  C52 1.080
35 C -3.85 0.77 4.34  C1 1.406, N14 1.337, N47 1.371
36 C 3.38 -0.36 -2.37  N26 1.267, C28 1.504, C51 1.477
37 C 1.38 -3.50 -2.92  C19 1.386, H30 1.079, C56 1.381
38 H 3.30 0.56 -4.95  C27 1.087
39 H 4.48 1.93 -3.24  C59 1.090
40 H 4.85 -0.08 -5.51  C27 1.089
41 H -4.65 1.46 7.55  C13 1.081
42 H -3.92 3.32 3.60  C5 1.087
43 H -3.99 2.96 1.87  C5 1.095
44 H -2.46 1.26 -1.17  C18 1.080
45 H -3.75 0.73 1.08  C21 1.094
46 C -3.75 -1.14 5.61  H4 1.083, N14 1.320, C54 1.381
47 N -3.76 1.29 3.07  C5 1.445, C21 1.448, C35 1.371
48 O -0.69 3.84 0.46  C58 1.217
49 H 3.49 -5.28 0.21  C8 1.090
50 H -1.33 0.09 1.03  C17 1.089
51 C 2.93 -1.76 -2.30  C6 1.392, C19 1.394, C36 1.477
52 C -0.99 0.27 -2.38  C15 1.384, C18 1.382, H34 1.080
53 H 1.80 -5.45 -2.16  C56 1.080
54 C -4.11 -0.48 6.77  C13 1.390, H33 1.078, C46 1.381
55 H 5.38 0.08 -1.81  C28 1.094
56 C 2.11 -4.42 -2.19  C20 1.392, C37 1.381, H53 1.080
57 C 1.33 0.68 -1.82  C15 1.402, C16 1.398, N26 1.366
58 C -0.87 2.64 0.56  N31 1.354, O48 1.217, C60 1.498
59 C 4.98 1.07 -3.68  H25 1.092, C27 1.523, C28 1.530, H39 1.090
60 C -0.45 1.69 -0.52  C16 1.383, C18 1.393, C58 1.498
61 H -4.43 2.58 5.38  C1 1.078

Computed properties:
* highest occupied orbital energy: -7.9 eV
* SMILES: CCCC1=Nc2cc(C(=O)N3CCN(c4ccccn4)CC3)ccc2Sc2ccc(C)cc21
* ΔE to the lowest compared entry with this formula, charge and spin: 0.00 kcal per mole

These are the natural (NBO) partial charges, in e, on atoms 1 to 4: -0.309, 0.193, -0.241, 0.190